<P>
Entry from the OMol25 dataset: a 2-piece molecular cluster, C4H6BrNO overall (the ωB97M-V functional and the def2-TZVPD basis).

E_HOMO (alpha / beta): -0.362 / -0.362 Ha
HOMO-LUMO gap (alpha / beta): 8.827 / 8.827 eV

CARTESIAN COORDINATES (ANGSTROEM)
C (1.12535, 0.90668, -1.11085)
C (-1.05456, -1.12966, -0.06419)
C (0.04892, -0.80355, 0.82477)
C (0.49257, 1.81924, -0.22900)
N (1.54488, -0.08644, -1.53340)
O (0.25086, 0.47461, 1.22250)
Br (1.31571, 3.19731, 0.63181)
H (-2.15964, -0.94071, 0.21809)
H (-1.09197, -0.52922, -0.92835)
H (-1.01118, -2.22782, -0.28966)
H (0.93086, -1.26443, 0.24791)
H (0.07745, -1.51376, 1.62623)
H (-0.46925, 2.09775, -0.61586)

***

<Q>
Entry from the OMol25 dataset: a 2-piece molecular cluster, C4H6BrNO overall (the ωB97M-V functional and the def2-TZVPD basis).

E_HOMO: -0.367 Ha
HOMO-LUMO gap: 7.875 eV

CARTESIAN COORDINATES (ANGSTROEM)
C (1.15715, 0.39609, 0.39974)
C (0.12089, -1.44111, -0.27758)
C (0.05008, 0.10329, -0.44879)
C (-1.32992, 0.75488, 0.04317)
N (1.75813, -0.46368, 1.09247)
O (1.19097, -1.66745, 0.70270)
Br (1.62584, 2.97341, 0.83358)
H (-0.87999, -2.00192, -0.17653)
H (0.76294, -1.79915, -1.13459)
H (0.28325, 0.34140, -1.52846)
H (-1.24977, 1.81914, -0.17100)
H (-1.34723, 0.66908, 1.13779)
H (-2.14232, 0.31601, -0.47252)

***

Of them, the most stable is <P> and the least stable is <Q>.

***

<P>
Entry from the OMol25 dataset: a 5-piece molecular cluster, H10O4S overall (the ωB97M-V functional and the def2-TZVPD basis).

SMILES: O.O.O.O.S
E_HOMO: -0.365 Ha
HOMO-LUMO gap: 9.870 eV

CARTESIAN COORDINATES (ANGSTROEM)
S (-0.32243, 0.33563, -2.38998)
H (-0.63000, 1.54279, -1.87033)
H (0.56877, 0.06935, -1.45126)
H (1.00730, 2.60501, 0.34085)
H (-0.32841, 1.99792, 0.55137)
O (0.07828, 2.79823, 0.15455)
H (2.38238, -1.64251, -0.30726)
H (1.18964, -2.28854, 0.32755)
O (1.53361, -1.41621, 0.09057)
H (-0.99959, -2.08386, -0.21036)
H (-1.84001, -0.85283, -0.38975)
O (-1.72836, -1.61357, 0.19471)
H (-0.84603, -0.26780, 1.35381)
H (0.44079, 0.33408, 1.74546)
O (-0.50595, 0.48231, 1.86007)

***

<Q>
Entry from the OMol25 dataset: a 5-piece molecular cluster, H10O4S overall (the ωB97M-V functional and the def2-TZVPD basis).

SMILES: O.O.O.O.S
E_HOMO: -0.357 Ha
HOMO-LUMO gap: 10.256 eV

CARTESIAN COORDINATES (ANGSTROEM)
S (3.38500, 1.44023, 1.07241)
H (3.30840, 1.37470, -0.25191)
H (2.28777, 2.18983, 1.20302)
H (1.08762, -1.48066, 1.39881)
H (1.17572, -0.20699, 0.57376)
O (0.57120, -0.71533, 1.13183)
H (-3.53835, 1.47478, 0.77260)
H (-4.86498, 0.80059, 0.32062)
O (-4.03289, 1.15964, 0.00744)
H (-1.15339, -0.99882, -0.03454)
H (-2.48098, -1.66358, -0.25626)
O (-1.58057, -1.66255, -0.59898)
H (1.35371, -0.27849, -2.21120)
H (2.37211, -1.18069, -1.51625)
O (2.10963, -0.25266, -1.61136)

***

Of them, the most stable is <P> and the least stable is <Q>.

***

<P>
Entry from the OMol25 dataset: a 2-piece molecular cluster, C4H13N3O2 overall (the ωB97M-V functional and the def2-TZVPD basis).

SMILES: C[C@H](N)CO.[H]/N=N\OC
E_HOMO: -0.306 Ha
HOMO-LUMO gap: 8.989 eV

CARTESIAN COORDINATES (ANGSTROEM)
C (1.39728, 1.09985, 0.51840)
C (1.07591, 1.07186, -1.13537)
C (1.77866, -0.29551, 0.97830)
N (0.36968, 1.63114, 1.33855)
O (0.53562, -0.13977, -1.57582)
H (-0.01193, 0.00268, -2.36389)
H (2.26230, 1.76877, 0.57263)
H (-0.43107, 0.99707, 1.39870)
H (0.06563, 2.54584, 1.02416)
H (2.07374, 1.18915, -1.57949)
H (0.48485, 1.94695, -1.42578)
H (2.17332, -0.24809, 1.99397)
H (2.52690, -0.71981, 0.30987)
H (0.90155, -0.93718, 0.95186)
C (-1.73324, -2.00383, 0.38509)
O (-1.60903, -0.66771, 0.79464)
N (-1.87810, 0.42717, -0.17103)
N (-2.28854, 0.20307, -1.26860)
H (-2.42978, -0.78361, -1.55985)
H (-1.24371, -2.62660, 1.13404)
H (-1.23316, -2.15950, -0.59116)
H (-2.78689, -2.30191, 0.27079)

***

<Q>
Entry from the OMol25 dataset: C4H13N3O2 as an isolated structure (the ωB97M-V functional and the def2-TZVPD basis).

E_HOMO: -0.269 Ha
HOMO-LUMO gap: 7.417 eV

CARTESIAN COORDINATES (ANGSTROEM)
C (-1.34462, 0.88126, 0.78737)
C (-1.92423, -0.17001, -0.74035)
C (-0.38368, 1.89701, 0.22402)
N (-0.85608, 0.20463, 1.88218)
O (-1.12679, -0.03366, -1.86043)
H (-0.83177, -0.89577, -2.20357)
H (-2.32794, 1.30200, 0.99578)
H (0.10596, -0.16174, 1.75702)
H (-1.49686, -0.46525, 2.28709)
H (-2.81672, 0.44279, -0.89015)
H (-2.27588, -1.17472, -0.49594)
H (-0.27824, 2.72801, 0.92574)
H (-0.74670, 2.27417, -0.73120)
H (0.57872, 1.42414, 0.03987)
C (2.70625, -0.50896, 0.09030)
O (1.58726, -0.81436, 0.83373)
N (0.29953, -1.65639, 0.04233)
N (0.55029, -2.08136, -1.03287)
H (1.51021, -1.93140, -1.42495)
H (3.07124, 0.50026, 0.32110)
H (2.48924, -0.50738, -1.01411)
H (3.51079, -1.25327, 0.20703)

***

Of them, the most stable is <P> and the least stable is <Q>.

***

<P>
Entry from the OMol25 dataset: C21H24N4O4 in the gas phase (the ωB97M-V functional and the def2-TZVPD basis).

SMILES: COc1ccc(CCNC(=O)CCNC(=O)N2CC(=O)Nc3ccccc32)cc1
E_HOMO: -0.292 Ha
HOMO-LUMO gap: 8.577 eV

CARTESIAN COORDINATES (ANGSTROEM)
C (2.21315, -3.04521, 0.31007)
H (1.75078, -3.96441, 0.66625)
H (3.25785, -3.02045, 0.63504)
H (2.16957, -3.02251, -0.78373)
O (1.46888, -1.99818, 0.88702)
C (1.91710, -0.71829, 0.73099)
C (3.00269, -0.34534, -0.05336)
C (3.38987, 0.98199, -0.10722)
C (2.71620, 1.96219, 0.60520)
C (1.61159, 1.58414, 1.35981)
C (1.21548, 0.26502, 1.42879)
H (0.36955, -0.03527, 2.02692)
H (1.06160, 2.32872, 1.91852)
C (3.15613, 3.39740, 0.52661)
H (2.81929, 3.94283, 1.41123)
H (4.24514, 3.45119, 0.48369)
C (2.59158, 4.07614, -0.73169)
N (1.15071, 4.16318, -0.69534)
C (0.35545, 3.26579, -1.31509)
O (0.79156, 2.39769, -2.04727)
C (-1.12552, 3.46276, -1.02621)
H (-1.39641, 4.50688, -1.19093)
H (-1.30746, 3.22033, 0.02403)
C (-1.99688, 2.54882, -1.89629)
N (-1.64431, 1.15733, -1.71827)
C (-2.12249, 0.50914, -0.61232)
O (-2.99318, 0.98407, 0.09042)
N (-1.59042, -0.75881, -0.41439)
C (-1.76441, -1.45813, 0.78639)
C (-2.14898, -0.84694, 1.97668)
C (-2.30145, -1.58391, 3.13762)
C (-2.06724, -2.94690, 3.14452)
C (-1.67080, -3.56864, 1.97523)
C (-1.51845, -2.83666, 0.80830)
N (-1.10571, -3.48325, -0.35628)
C (-0.66432, -2.85641, -1.46259)
O (-0.19645, -3.45567, -2.40797)
C (-0.77173, -1.34022, -1.46141)
H (-1.18952, -1.06846, -2.43675)
H (0.25810, -0.94907, -1.41998)
H (-1.00152, -4.48963, -0.32499)
H (-1.47759, -4.63183, 1.95677)
H (-2.18860, -3.52225, 4.04914)
H (-2.60389, -1.08189, 4.04398)
H (-2.35118, 0.20987, 1.98863)
H (-0.69212, 0.98334, -2.01562)
H (-3.04652, 2.67056, -1.62222)
H (-1.85875, 2.79343, -2.95162)
H (0.74278, 4.79727, -0.02645)
H (3.00450, 5.08368, -0.83473)
H (2.84722, 3.48585, -1.61405)
H (4.24099, 1.25464, -0.71427)
H (3.55394, -1.07638, -0.62355)

***

<Q>
Entry from the OMol25 dataset: C21H24N4O4 in the gas phase (the ωB97M-V functional and the def2-TZVPD basis).

SMILES: O=C(COC(=O)c1n[nH]c2ccccc12)NC(=O)N[C@]12C[C@H]3C[C@H](C[C@H](C3)C1)C2
E_HOMO: -0.333 Ha
HOMO-LUMO gap: 9.137 eV

CARTESIAN COORDINATES (ANGSTROEM)
O (1.78070, -1.80443, -2.10461)
C (2.58085, -1.00584, -1.66046)
N (2.29216, 0.27654, -1.33287)
C (1.01374, 0.88136, -1.15004)
O (0.97025, 1.97537, -0.63656)
N (-0.00683, 0.13686, -1.57844)
H (0.22084, -0.77821, -1.95685)
C (-1.41268, 0.50819, -1.44708)
C (-1.78630, 0.66473, 0.03106)
C (-3.26920, 1.01369, 0.14534)
C (-4.10751, -0.10325, -0.47541)
C (-3.73523, -0.25690, -1.94948)
C (-2.25173, -0.60761, -2.06920)
H (-1.97984, -0.72767, -3.12014)
H (-2.04859, -1.55128, -1.55694)
C (-4.01086, 1.05391, -2.68441)
C (-3.17210, 2.16920, -2.06173)
C (-1.68904, 1.82330, -2.18205)
H (-1.40792, 1.71729, -3.23231)
H (-1.07793, 2.61254, -1.74392)
C (-3.54043, 2.32641, -0.58738)
H (-4.59521, 2.59386, -0.49305)
H (-2.94756, 3.12720, -0.14182)
H (-3.36550, 3.10951, -2.58894)
H (-3.76228, 0.94678, -3.74251)
H (-5.07201, 1.30200, -2.61332)
H (-4.33198, -1.06018, -2.39601)
H (-5.16932, 0.13516, -0.38487)
H (-3.92981, -1.04237, 0.05398)
H (-3.53254, 1.12383, 1.20317)
H (-1.57490, -0.26791, 0.56127)
H (-1.17534, 1.45310, 0.47194)
H (3.05215, 0.86835, -1.01640)
C (4.05812, -1.37735, -1.51836)
H (4.51614, -1.32879, -2.51241)
H (4.10837, -2.40996, -1.15979)
O (4.83061, -0.50887, -0.72138)
C (4.67941, -0.38210, 0.61798)
O (5.46980, 0.31020, 1.20877)
C (3.55568, -1.03256, 1.30021)
N (2.62771, -1.76836, 0.71078)
N (1.74648, -2.12929, 1.63279)
C (2.06584, -1.64439, 2.86418)
C (1.44478, -1.76516, 4.10380)
C (2.05145, -1.13207, 5.16366)
C (3.23733, -0.39915, 5.00750)
C (3.85658, -0.27506, 3.78684)
C (3.26217, -0.90893, 2.69487)
H (4.76597, 0.28727, 3.65364)
H (3.66776, 0.07779, 5.87488)
H (1.60521, -1.19778, 6.14462)
H (0.53203, -2.32824, 4.22201)
H (0.96048, -2.70073, 1.36546)

***

Of them, the most stable is <Q> and the least stable is <P>.